Entry from OMol25: a 6-piece molecular cluster, H12O6 overall in a non-equilibrium geometry (ωB97M-V/def2-TZVPD).

XYZ file:
```
18
Properties=species:S:1:pos:R:3:forces:R:3
O -0.6017 1.4651 0.9787 1.518 -0.694 0.950
H -1.3708 1.9690 0.7718 -0.825 0.543 0.268
H -0.4314 1.4788 1.9533 -0.749 0.050 -1.200
O 0.6893 -1.9586 3.0755 0.585 1.033 -2.019
H 0.9090 -2.8770 3.1814 0.071 -0.646 0.171
H 1.0312 -1.7564 2.1440 -0.784 -0.340 1.650
O -1.3598 0.1427 3.9156 -1.687 -1.573 -3.500
H -0.8610 0.3643 4.6487 1.856 0.058 2.109
H -1.0505 -0.7013 3.4635 0.014 1.556 1.339
O 1.1820 -2.2215 -0.2431 -0.197 -2.851 1.953
H 1.1939 -1.8734 -1.0944 0.133 2.277 -2.436
H 0.9357 -3.1139 -0.5754 0.121 0.279 1.238
O 0.6572 -1.0478 -2.5101 1.481 2.730 -0.842
H 0.7193 -0.1055 -2.1849 -1.050 -1.240 0.429
H 1.3762 -0.8661 -3.1557 -0.500 -1.172 -0.114
O -0.9552 3.3372 -4.6886 -1.258 -2.594 3.037
H -0.5943 3.7495 -5.3921 2.059 1.891 -3.807
H -1.4691 4.0150 -4.2884 -0.787 0.695 0.774
```
Positions in Å, forces in eV/Å.

**SMILES**: O.O.O.O.O.O
**Energy above the lowest of the compared OMol25 structures with the same formula, charge and spin**: 197.5 kJ/mol
**Strongest force on any atom**: 0.0918 hartree/bohr
**E_LUMO**: 0.569 eV
**Frontier orbital gap**: 11.44 eV
**Net charge**: 0